(1)
30
Properties=species:S:1:pos:R:3:mulliken_charge:R:1 method="wB97M-V/def2-TZVPD" total_charge=-2 e_lumo_ha=0.123 homo_lumo_gap_ev=6.3 e_tot_ha=-2101.64115
Be -0.99455 0.06484 -1.12469 -0.007
O -3.72314 0.17662 0.70839 -0.697
S -3.15885 0.14517 -0.63009 1.170
O -4.15956 0.16955 -1.67485 -0.690
O -2.18585 -1.03002 -0.80694 -0.479
O -2.10786 1.24675 -0.82859 -0.494
I 3.58220 0.02237 -1.16367 0.012
C 2.52547 0.00200 0.63425 -0.824
C 3.22822 -0.01700 1.84633 -0.443
C 2.56171 -0.02812 3.03929 -0.270
I 3.69888 -0.05803 4.80747 -0.044
C 1.14414 -0.02325 3.07763 1.230
C 0.35352 -0.03685 4.24741 -0.623
C -1.00889 -0.03594 4.14747 -0.814
C -1.60717 -0.02229 2.87048 -0.309
N -0.89941 -0.00825 1.77382 -0.269
C 0.44191 -0.00540 1.84549 0.241
C 1.13102 0.01126 0.56619 1.010
O 0.50507 0.03012 -0.54719 -0.385
H 4.30947 -0.02256 1.82562 0.310
H 0.83874 -0.04979 5.21538 0.153
H -1.62946 -0.04730 5.03524 0.359
H -2.68243 -0.02588 2.72433 0.482
N -0.64552 0.01259 -2.87623 -0.661
C -0.37696 -0.02357 -3.99483 1.097
C -0.04002 -0.06498 -5.35398 -0.271
C 0.50918 1.07274 -5.98578 0.136
N 0.96688 1.98996 -6.52201 -0.539
C -0.22364 -1.24423 -6.10896 0.153
N -0.35310 -2.20050 -6.74699 -0.535

=====

(2)
31
Properties=species:S:1:pos:R:3:mulliken_charge:R:1 method="wB97M-V/def2-TZVPD" total_charge=-2 e_lumo_ha=0.125 relative_energy_kcal_mol=37.6 homo_lumo_gap_ev=5.4 e_tot_ha=-14453.59786
Pd 0.39950 -1.19167 0.97092 0.051
Br -0.67212 4.94187 -2.71634 -0.124
C -0.53018 3.83914 -1.18851 0.396
C 0.31911 4.29640 -0.07502 -0.176
Br 1.43048 5.80169 -0.33565 -0.079
C 0.34462 3.63235 1.08590 0.173
Br 1.39558 4.10118 2.55417 -0.051
C -0.57504 2.47838 1.32401 0.380
O -0.94006 2.16914 2.42172 -0.510
C -1.14103 1.79953 0.08380 0.693
O -1.57986 0.68454 0.11471 -0.564
C -1.20853 2.68416 -1.12562 -0.314
Br -2.30444 2.02989 -2.48834 -0.063
Br 1.18339 -0.53186 3.23196 -0.623
C 1.70843 0.17040 0.19776 0.422
C 3.08589 -0.15506 0.19390 -0.458
C 4.00908 0.63686 -0.44510 -0.310
C 3.56931 1.78987 -1.10090 -0.922
C 2.22645 2.08001 -1.02460 -0.012
N 1.33382 1.31518 -0.39044 0.118
H 3.39654 -1.05466 0.70975 0.372
H 5.06115 0.36980 -0.44596 0.333
H 4.24425 2.44524 -1.63692 0.402
H 1.84296 2.97805 -1.50492 0.318
F -0.29926 -3.80568 2.12666 -0.332
C -0.90102 -2.61952 1.72995 0.502
F -1.63574 -2.25426 2.83675 -0.274
F -1.87589 -3.04868 0.84928 -0.269
S -0.21663 -2.57358 -3.63939 -0.552
C -0.03390 -2.13912 -2.05482 0.070
N 0.09567 -1.83255 -0.94380 -0.596

=====

(3)
27
Properties=species:S:1:pos:R:3:mulliken_charge:R:1 method="wB97M-V/def2-TZVPD" total_charge=+1 e_lumo_ha="-0.249 / -0.198" s_squared=6.103 homo_lumo_gap_ev="4.9 / 6.3" e_tot_ha=-4635.42315 spin_multiplicity=5
Mn -0.12897 0.07806 0.19726 0.835
Cl -5.37782 -4.35353 2.32689 -0.166
C -4.00652 -3.52281 1.71366 0.092
C -2.85312 -4.24158 1.36421 -0.490
C -1.73124 -3.59873 0.89995 -0.653
C -1.71697 -2.20700 0.75966 0.782
O -0.63616 -1.59117 0.32868 -0.610
C -2.90093 -1.47935 1.07752 0.545
C -2.97013 -0.07313 0.86732 0.067
O -2.04526 0.66296 0.45804 -0.512
C -4.03160 -2.16011 1.56062 -0.799
H -2.85734 -5.31853 1.46682 0.431
H -0.83823 -4.14602 0.62940 0.454
H -3.93170 0.41180 1.06210 0.407
H -4.92443 -1.60162 1.81337 0.411
Cl 3.20430 5.36805 3.24806 -0.151
C 2.54120 3.84384 2.86122 0.536
C 2.04312 3.61667 1.57905 -0.410
Cl 2.10615 4.81903 0.36846 -0.156
C 1.50495 2.37433 1.30433 0.773
Cl 0.82885 1.98790 -0.25431 -0.071
C 1.40933 1.32946 2.23366 0.444
O 0.82886 0.19498 1.91722 -0.852
C 1.94653 1.57213 3.50928 0.410
Cl 1.86874 0.31474 4.65855 -0.141
C 2.49233 2.81660 3.81615 -0.045
Cl 3.11256 3.09907 5.38090 -0.133

=====

Please write out number 2 again, unchanged.
31
Properties=species:S:1:pos:R:3:mulliken_charge:R:1 method="wB97M-V/def2-TZVPD" total_charge=-2 e_lumo_ha=0.125 relative_energy_kcal_mol=37.6 homo_lumo_gap_ev=5.4 e_tot_ha=-14453.59786
Pd 0.39950 -1.19167 0.97092 0.051
Br -0.67212 4.94187 -2.71634 -0.124
C -0.53018 3.83914 -1.18851 0.396
C 0.31911 4.29640 -0.07502 -0.176
Br 1.43048 5.80169 -0.33565 -0.079
C 0.34462 3.63235 1.08590 0.173
Br 1.39558 4.10118 2.55417 -0.051
C -0.57504 2.47838 1.32401 0.380
O -0.94006 2.16914 2.42172 -0.510
C -1.14103 1.79953 0.08380 0.693
O -1.57986 0.68454 0.11471 -0.564
C -1.20853 2.68416 -1.12562 -0.314
Br -2.30444 2.02989 -2.48834 -0.063
Br 1.18339 -0.53186 3.23196 -0.623
C 1.70843 0.17040 0.19776 0.422
C 3.08589 -0.15506 0.19390 -0.458
C 4.00908 0.63686 -0.44510 -0.310
C 3.56931 1.78987 -1.10090 -0.922
C 2.22645 2.08001 -1.02460 -0.012
N 1.33382 1.31518 -0.39044 0.118
H 3.39654 -1.05466 0.70975 0.372
H 5.06115 0.36980 -0.44596 0.333
H 4.24425 2.44524 -1.63692 0.402
H 1.84296 2.97805 -1.50492 0.318
F -0.29926 -3.80568 2.12666 -0.332
C -0.90102 -2.61952 1.72995 0.502
F -1.63574 -2.25426 2.83675 -0.274
F -1.87589 -3.04868 0.84928 -0.269
S -0.21663 -2.57358 -3.63939 -0.552
C -0.03390 -2.13912 -2.05482 0.070
N 0.09567 -1.83255 -0.94380 -0.596